#1
Here is a 2-piece molecular cluster, C2H3NOS2 overall from OMol25. Energies are from wB97M-V/def2-TZVPD.

Results
Highest occupied orbital energy in Eh: -0.323
Gap between HOMO and LUMO in Eh: 0.321
Total charge: 0
SMILES: C#[N+][S-].O=CS

Element x y z (Å)
C 2.552 0.504 -0.494
N 3.569 0.002 -0.126
S 4.686 -0.931 0.254
H 1.752 1.143 -0.142
O -1.125 1.036 -0.006
C -0.811 0.029 0.534
S -0.797 -1.584 -0.116
H -0.474 -0.207 1.563
H -1.368 -1.172 -1.383

---

#2
Here is C2H3NOS2 in the gas phase from OMol25. Energies are from wB97M-V/def2-TZVPD.

Results
Highest occupied orbital energy in Eh: -0.339
Gap between HOMO and LUMO in Eh: 0.310
Total charge: 0
SMILES: O=CNSC=S

Element x y z (Å)
O -2.219 -0.243 -0.853
C -1.319 -0.936 0.034
N -0.615 -0.008 0.755
S -0.154 1.375 0.097
C 1.353 0.899 -0.475
S 2.276 -0.523 -0.166
H -1.190 -2.162 0.301
H 0.127 -0.153 1.624
H 1.741 1.750 -1.315

---

Which structure wins on stability? #1 wins.

---

#1
Here is a 3-piece molecular cluster, CH8N2O overall from OMol25. Energies are from wB97M-V/def2-TZVPD.

Results
Highest occupied orbital energy in Eh: -0.315
Gap between HOMO and LUMO in Eh: 0.184
Total charge: 0

Element x y z (Å)
N -1.952 -0.548 1.642
C 0.102 0.136 0.282
N 0.424 1.113 -0.800
H -2.596 0.046 2.111
H -2.494 -1.244 1.243
H 0.716 0.338 1.198
H -0.974 -0.061 0.766
H 0.589 -0.758 -0.278
H 0.573 2.057 -0.528
H 1.077 0.575 -1.419
H 2.509 -0.967 -2.505
O 2.026 -0.688 -1.712

---

#2
Here is CH8N2O as an isolated structure from OMol25. Energies are from wB97M-V/def2-TZVPD.

Results
Highest occupied orbital energy in Eh: -0.253
Gap between HOMO and LUMO in Eh: 0.256
Total charge: 0

Element x y z (Å)
N 0.797 0.566 0.292
C 0.591 -0.686 1.238
O 0.541 -0.316 2.475
H 1.791 0.714 0.149
H 0.500 1.298 0.938
H -0.356 -1.150 0.821
H 1.410 -1.388 0.945
N -1.081 0.202 -1.400
H -1.875 -0.032 -0.807
H -0.033 0.400 -0.648
H -0.923 -0.592 -2.017
H -1.361 0.986 -1.985

---

#3
Here is a 2-piece molecular cluster, CH8N2O overall from OMol25. Energies are from wB97M-V/def2-TZVPD.

Results
Highest occupied orbital energy in Eh: -0.339
Gap between HOMO and LUMO in Eh: 0.373
Total charge: 0
SMILES: NCN.O

Element x y z (Å)
N -0.532 2.070 -0.612
C 0.263 0.900 -0.372
N -0.413 -0.366 -0.114
H -1.109 2.400 0.140
H -0.984 2.065 -1.513
H 0.916 1.126 0.471
H 0.948 0.681 -1.187
H -0.701 -0.867 -0.936
H -1.189 -0.274 0.495
O 1.011 -2.858 1.479
H 0.165 -2.459 1.265
H 1.626 -2.419 0.884

---

#4
Here is a 2-piece molecular cluster, CH8N2O overall from OMol25. Energies are from wB97M-V/def2-TZVPD.

Results
Highest occupied orbital energy in Eh: -0.351
Gap between HOMO and LUMO in Eh: 0.380
Total charge: 0
SMILES: NCN.O

Element x y z (Å)
N -0.248 1.984 -0.700
C -0.154 0.892 0.255
N 0.100 -0.439 -0.354
H -1.034 1.799 -1.312
H 0.546 1.884 -1.324
H -1.046 0.683 0.835
H 0.684 1.164 0.890
H 0.979 -0.446 -0.850
H -0.735 -0.604 -0.899
O 0.354 -2.521 1.518
H 0.237 -2.828 0.612
H 0.316 -1.568 1.330

---

Which structure wins on stability? #3 wins.

---

#1
Here is a 3-piece molecular cluster, C3H13NO3 overall from OMol25. Energies are from wB97M-V/def2-TZVPD.

Results
Highest occupied orbital energy in Eh: -0.319
Gap between HOMO and LUMO in Eh: 0.346
Total charge: 0
SMILES: NCCCO.O.O

Element x y z (Å)
N -0.103 2.432 0.544
C 1.012 2.038 1.387
C 0.838 0.520 1.803
C 2.054 -0.308 1.273
O 1.525 -1.289 0.289
H -0.896 1.841 0.697
H -0.043 2.734 -0.410
H 1.983 2.288 0.940
H 0.928 2.611 2.331
H -0.154 0.237 1.489
H 1.015 0.556 2.891
H 2.762 -0.651 2.028
H 2.626 0.343 0.624
H 1.802 -2.081 0.765
O 0.350 -1.705 -2.185
H 1.028 -1.464 -1.532
H 0.492 -1.088 -2.927
O -4.966 -1.130 -2.146
H -4.887 -2.038 -1.850
H -4.693 -1.082 -3.056

---

#2
Here is a 4-piece molecular cluster, C3H13NO3 overall from OMol25. Energies are from wB97M-V/def2-TZVPD.

Results
Highest occupied orbital energy in Eh: -0.361
Gap between HOMO and LUMO in Eh: 0.388
Total charge: 0
SMILES: C=NCC.O.O.O

Element x y z (Å)
C -0.613 1.663 0.654
N -0.549 0.503 0.157
C -1.632 -0.433 0.401
C -2.925 0.070 0.984
H -1.477 2.055 1.199
H 0.174 2.344 0.350
H -1.835 -0.885 -0.562
H -1.206 -1.295 0.907
H -3.428 0.866 0.435
H -3.666 -0.716 0.894
H -2.924 0.274 2.056
O 4.168 -2.606 0.560
H 3.495 -2.020 0.926
H 4.844 -2.685 1.241
O -1.187 1.001 -2.750
H -1.739 1.212 -1.993
H -0.331 0.851 -2.330
O 3.232 -0.081 -0.949
H 3.727 0.690 -1.238
H 3.873 -0.805 -0.943

---

Which structure wins on stability? #2 wins.

---

#1
Here is a 3-piece molecular cluster, C3H13NO3 overall from OMol25. Energies are from wB97M-V/def2-TZVPD.

Results
Highest occupied orbital energy in Eh: -0.342
Gap between HOMO and LUMO in Eh: 0.369
Total charge: 0
SMILES: CCNCO.O.O

Element x y z (Å)
C -1.033 -2.662 0.229
C 0.325 -2.588 -0.501
N 1.194 -1.460 -0.130
C 0.574 -0.152 -0.110
O 1.470 0.852 -0.563
H -1.474 -3.630 0.078
H -1.721 -1.920 -0.187
H -0.935 -2.409 1.293
H 0.883 -3.484 -0.262
H 0.120 -2.585 -1.567
H 1.587 -1.675 0.781
H 0.347 0.148 0.914
H -0.316 -0.162 -0.748
H 1.534 0.800 -1.522
O 0.871 3.521 0.785
H 1.187 3.002 0.030
H 1.523 3.500 1.485
O -2.263 3.552 -0.326
H -1.303 3.593 -0.243
H -2.569 3.760 0.565

---

#2
Here is a 4-piece molecular cluster, C3H13NO3 overall from OMol25. Energies are from wB97M-V/def2-TZVPD.

Results
Highest occupied orbital energy in Eh: -0.316
Gap between HOMO and LUMO in Eh: 0.343
Total charge: 0
SMILES: C/C=C/N.O.O.O

Element x y z (Å)
C 2.310 -0.711 0.989
C 1.323 -0.381 -0.075
C 1.026 0.815 -0.525
N -0.090 1.022 -1.409
H 3.179 -0.024 1.094
H 1.829 -0.773 1.956
H 2.734 -1.523 0.419
H 0.789 -1.336 -0.347
H 1.552 1.760 -0.298
H 0.205 1.710 -2.128
H -0.211 0.114 -1.801
O -1.239 -1.381 -1.360
H -1.451 -1.600 -0.423
H -2.141 -1.124 -1.611
O -2.162 1.636 0.608
H -1.535 1.667 -0.086
H -1.620 2.045 1.226
O -1.611 -1.009 1.189
H -0.739 -0.745 1.547
H -2.147 -0.162 1.033

---

Which structure wins on stability? #1 wins.

---

#1
Here is a 3-piece molecular cluster, C3H13NO3 overall from OMol25. Energies are from wB97M-V/def2-TZVPD.

Results
Highest occupied orbital energy in Eh: -0.356
Gap between HOMO and LUMO in Eh: 0.375
Total charge: 0
SMILES: CNCCO.O.O

Element x y z (Å)
C -1.525 -0.939 0.455
N -0.280 -0.360 -0.241
C -0.716 0.463 -1.335
C -0.774 2.084 -1.139
O 0.476 2.635 -0.796
H -1.432 -1.863 0.837
H -2.405 -1.010 -0.089
H -1.617 -0.278 1.302
H 0.144 0.247 0.492
H -0.130 0.200 -2.107
H -1.627 0.083 -1.694
H -1.016 2.544 -2.138
H -1.448 2.339 -0.383
H 1.008 1.942 -0.618
O 1.222 -1.363 2.879
H 1.378 -0.782 2.157
H 1.500 -2.177 2.413
O 2.540 -1.439 0.295
H 3.072 -0.815 -0.207
H 1.632 -1.511 -0.083

---

#2
Here is a 4-piece molecular cluster, C3H13NO3 overall from OMol25. Energies are from wB97M-V/def2-TZVPD.

Results
Highest occupied orbital energy in Eh: -0.342
Gap between HOMO and LUMO in Eh: 0.365
Total charge: 0
SMILES: C=CCN.O.O.O

Element x y z (Å)
C -1.052 0.390 -1.481
C -0.501 0.459 -0.199
C 0.852 1.090 -0.106
N 1.789 -0.089 -0.368
H -2.132 0.217 -1.583
H -0.722 1.010 -2.393
H -1.033 0.267 0.756
H 1.126 1.853 -0.833
H 1.280 1.472 0.815
H 1.422 -0.842 -1.082
H 2.669 0.322 -0.752
O -0.273 4.175 1.234
H -1.037 4.505 1.782
H -0.622 3.466 0.757
O -2.536 -3.992 0.284
H -2.443 -3.159 0.712
H -2.348 -3.672 -0.672
O 1.554 -2.652 0.879
H 2.288 -3.113 1.103
H 1.719 -1.708 1.146

---

#3
Here is a 3-piece molecular cluster, C3H13NO3 overall from OMol25. Energies are from wB97M-V/def2-TZVPD.

Results
Highest occupied orbital energy in Eh: -0.327
Gap between HOMO and LUMO in Eh: 0.357
Total charge: 0
SMILES: CCNCO.O.O

Element x y z (Å)
C 0.077 -0.541 -1.590
C 1.093 -0.548 -0.471
N 0.608 -0.069 0.886
C 1.479 0.057 2.001
O 2.892 0.512 1.745
H 0.677 -0.762 -2.551
H -0.625 -1.478 -1.551
H -0.401 0.409 -1.652
H 1.993 -0.119 -0.765
H 1.567 -1.438 -0.300
H -0.014 0.711 0.739
H 1.167 0.908 2.645
H 1.718 -0.839 2.585
H 3.103 1.038 0.973
O -2.297 4.182 3.686
H -1.815 4.871 4.108
H -2.694 3.587 4.312
O -2.443 -3.353 -4.978
H -3.201 -3.223 -5.598
H -2.884 -3.906 -4.226

---

Which structure wins on stability? #3 wins.